Density functional theory data (ωB97M-V/def2-TZVPD) for a gas-phase ion, C7H13N2O (charge +1).

Structure (XYZ):
```
23
Properties=species:S:1:pos:R:3:forces:R:3:mulliken_charge:R:1
C 2.273077 0.603692 0.824857 -0.748 -1.249 -0.437 -0.542
C 2.836991 1.574813 0.430079 -0.874 -1.755 0.838 -0.037
C -1.438824 0.348420 -1.550021 1.881 -0.409 0.517 0.674
C -1.046160 -0.737221 0.588518 -1.236 3.882 1.193 -0.904
C 0.053630 -0.016954 1.418161 -1.887 -0.898 -1.150 -0.273
C -2.396384 1.410597 -1.219733 -0.922 -0.213 0.338 -0.960
C 1.525802 -1.701750 0.295372 0.114 0.976 -0.236 -0.976
N -0.793651 -0.449696 -0.779728 -0.994 0.157 -1.353 -0.384
N 1.426034 -0.506018 1.181263 3.018 0.422 0.468 0.121
O -1.064979 0.418398 -2.819328 2.697 -2.364 -1.535 -0.531
H 3.434907 2.377876 0.248269 1.180 1.814 -0.639 0.521
H -0.284598 -0.300766 -3.029032 -2.871 2.467 1.004 0.382
H -0.917046 -1.743877 0.670732 -0.095 -2.844 0.698 0.464
H -2.083493 -0.474026 1.127338 1.994 -0.281 -1.460 0.327
H 0.263063 0.954073 1.086378 -1.559 1.919 0.206 0.265
H -0.157826 -0.169573 2.443931 -0.128 0.407 1.132 0.335
H -3.008388 0.992525 -0.374700 0.172 1.118 -0.835 0.308
H -2.944894 1.679970 -2.142998 -0.156 -0.279 0.825 0.348
H -1.810653 2.309145 -0.958994 -0.345 -0.382 0.293 0.247
H 2.453433 -2.232942 0.329405 0.913 0.491 -0.222 0.358
H 0.835822 -2.343695 0.731788 -1.275 -1.413 0.381 0.408
H 1.127574 -1.288107 -0.625792 0.441 -0.779 -0.462 0.445
H 1.716561 -0.704885 2.124234 0.679 -0.789 0.435 0.403
```
Positions in Å, forces in eV/Å.

Molecular weight   141.19 u
Structure (SMILES)   C#C[N@H+](C)CC/N=C(\C)O
Total charge   +1
LUMO level   -3.1 eV
ΔE to the lowest compared entry with this formula, charge and spin   129.25 kcal/mol
E_tot   -12486.4331 eV
HOMO energy   -13.3 eV